No. 1
DFT (ωB97M-V/def2-TZVPD) results for a molecular structure, C43H62BaClN8O3PS4Se.

As for the electronic energy: -194859.251 eV. As for the HOMO energy: -6.859 eV. The calculation puts the frontier orbital gap at 6.90 eV. As for the relative energy (zero: lowest compared OMol25 entry of this formula, charge and spin): 46.7 kJ/mol.

```
124
C43H62BaClN8O3PS4Se, DFT ωB97M-V/def2-TZVPD
Ba -2.062 1.551 -0.182
Se -4.156 1.113 2.188
Cl -0.858 7.146 -5.423
S -1.738 -2.789 1.759
S -1.494 0.869 -3.837
S -4.328 -0.189 -2.136
S -1.245 -1.585 -1.499
P 2.501 -1.243 0.572
O 1.333 -0.683 -0.146
O -2.824 2.989 -1.816
O -0.108 2.680 -1.064
N -0.863 6.324 2.476
N -4.216 -2.315 2.550
N -8.441 2.333 0.656
N -0.325 2.489 4.110
N -3.318 -4.334 3.166
N -0.271 1.159 4.236
N -0.871 1.480 2.181
N -1.684 4.016 1.154
C 3.803 -4.960 0.810
C -7.718 3.130 1.435
C -0.862 -0.796 -4.213
C -0.992 3.958 2.290
C 1.345 -5.204 0.212
C -2.781 5.594 -4.297
C 3.929 0.193 4.277
C 2.686 -0.348 2.174
C 4.528 -2.428 -2.467
C -1.974 5.221 0.688
C 6.036 -2.173 -2.366
C 4.284 1.608 2.200
C 2.853 1.163 1.928
C -1.560 6.375 1.348
C -0.977 4.242 -2.648
C -0.706 2.646 2.858
C -2.696 -2.532 -2.058
C -0.237 -1.471 -2.999
C -3.242 4.622 -3.453
C 1.576 -3.747 -0.172
C 3.736 -1.238 -1.944
C 2.193 -3.002 1.017
C 3.312 -3.818 1.695
C -7.889 1.170 0.328
C -5.883 1.593 1.569
C 5.336 -1.607 -0.004
C -2.370 3.889 -2.588
C 6.392 -1.397 -1.087
C 4.628 1.427 3.684
C -0.585 5.119 2.950
C 2.672 -5.937 0.482
C -4.120 -0.252 -3.943
C 3.691 -0.871 3.209
C -0.536 5.250 -3.527
C -1.417 5.911 -4.338
C 0.034 3.604 -1.862
C -3.172 -3.147 2.537
C -3.176 0.805 -4.504
C -4.022 -1.911 -1.639
C -6.637 0.758 0.748
C -0.610 0.565 3.082
C -6.457 2.816 1.910
C 4.020 -0.963 -0.448
H 4.261 -3.323 -1.898
H -3.570 1.803 -4.302
H -8.173 4.081 1.697
H 5.675 -1.173 0.940
H 4.624 -5.485 1.304
H 4.153 -3.187 1.991
H 2.963 0.482 4.701
H 3.312 -1.789 3.662
H 0.712 -5.216 1.103
H -5.008 -2.503 3.145
H -4.298 4.383 -3.411
H -2.643 -3.529 -1.616
H 6.458 -0.327 -1.303
H 0.780 -5.716 -0.570
H 4.422 2.651 1.908
H 1.051 4.020 -2.009
H -0.053 0.743 5.125
H 4.217 -4.552 -0.116
H 4.974 1.024 1.583
H 0.518 5.498 -3.558
H -0.105 -0.723 -4.996
H 4.649 -1.127 2.747
H -1.674 -1.398 -4.618
H 2.229 -3.690 -1.049
H -3.130 0.692 -5.589
H -4.081 -1.880 -0.548
H 0.633 -0.912 -2.655
H 0.110 -2.468 -3.282
H -5.097 -0.104 -4.404
H 0.641 -3.261 -0.440
H 4.326 2.316 4.242
H 1.683 -0.508 2.582
H 4.010 -0.353 -2.524
H -2.551 5.266 -0.227
H -2.585 -5.010 3.051
H -3.466 6.131 -4.939
H -6.247 -0.198 0.425
H 2.188 1.714 2.601
H -4.209 -4.639 3.518
H 2.544 -6.637 1.311
H -3.794 -1.253 -4.221
H 1.376 -2.875 1.741
H -5.924 3.515 2.541
H 2.958 -6.537 -0.384
H 2.523 1.420 0.918
H -4.098 -1.336 2.276
H 2.665 -1.378 -2.095
H -0.691 -0.502 2.935
H -4.840 -2.545 -1.989
H 5.213 -2.679 0.169
H -1.797 7.354 0.952
H -0.030 5.055 3.877
H 2.920 -4.246 2.622
H 4.516 -0.217 5.101
H 4.251 -2.637 -3.502
H 5.710 1.338 3.805
H 6.369 -1.608 -3.240
H -2.647 -2.659 -3.139
H 4.141 0.123 -0.339
H 6.571 -3.125 -2.393
H 7.375 -1.699 -0.721
H -8.481 0.525 -0.315
```


No. 2
DFT (ωB97M-V/def2-TZVPD) results for 11 unconnected molecules or ions with the total composition C43H62Br24F2N2O8.

As for the electronic energy: -1751385.446 eV. As for the HOMO energy: -7.468 eV. The calculation puts the frontier orbital gap at 5.50 eV.

```
141
C43H62Br24F2N2O8, DFT ωB97M-V/def2-TZVPD
Br -10.100 -3.544 -2.587
Br -5.935 -2.897 -5.992
Br 0.313 7.098 1.629
Br -1.174 -3.183 -3.234
Br -6.463 -10.853 -8.150
Br -6.942 -2.693 -0.870
Br -2.050 9.673 0.435
Br 11.937 -1.510 3.662
Br -3.219 -9.096 -8.331
Br 8.722 -2.453 2.108
Br -1.855 8.162 3.903
Br -4.640 -2.415 4.077
Br 3.913 3.089 8.715
Br 1.550 5.664 7.521
Br -4.794 -10.468 -3.271
Br -4.090 -5.284 -2.381
Br 1.031 5.867 3.671
Br -2.157 -12.758 -4.474
Br -6.514 -6.394 -4.952
Br 8.580 2.248 1.021
Br 9.465 1.096 4.418
Br -3.685 5.458 -2.484
Br -5.353 4.519 -5.643
Br -5.639 -5.102 1.748
F 5.162 6.125 3.411
F -1.433 4.645 3.107
O 4.209 3.295 3.151
O 1.325 5.508 1.487
O -3.999 0.245 1.013
O 6.116 0.498 -1.578
O 3.854 -0.346 2.338
O -2.538 0.579 2.926
O -1.845 2.240 -1.426
O 6.703 5.967 1.517
N 5.141 0.939 0.622
N 4.571 4.824 1.164
C 10.047 2.798 2.184
C -2.016 -11.172 -3.346
C -7.391 -4.754 -4.362
C 6.304 -0.024 3.002
C 0.497 1.950 -0.192
C -3.090 4.256 -3.901
C -1.720 3.139 1.047
C 0.977 7.765 4.120
C 3.043 2.602 0.965
C -0.226 8.091 4.974
C 1.109 0.585 -0.876
C -3.732 -3.414 -1.958
C 11.516 -2.991 2.464
C 0.733 4.315 1.386
C -0.316 9.141 -0.283
C 3.284 5.131 6.803
C -8.175 -1.548 -1.858
C 5.488 5.645 2.043
C -7.598 -3.799 -5.514
C -3.286 1.124 1.769
C -0.845 4.059 1.879
C 3.659 1.202 0.289
C 3.991 3.622 1.875
C -3.458 4.793 -5.264
C 3.477 3.635 6.894
C 5.053 0.178 1.961
C 10.534 -2.568 1.396
C -5.869 -2.363 2.563
C 1.464 2.965 0.721
C -5.091 -10.619 -6.783
C -4.481 -9.238 -6.851
C 5.767 -0.018 -0.371
C -3.172 -11.083 -2.379
C 2.720 0.216 -0.627
C -1.108 2.402 -0.324
C 5.981 -1.617 -0.033
C -3.279 2.758 1.426
C 0.173 -0.447 -1.794
C -6.688 -3.629 2.479
C -3.063 -2.709 -3.115
C -0.123 7.645 -0.192
C 10.621 1.620 2.935
C -9.611 -1.936 -1.597
H -5.220 -8.443 -6.984
H -0.628 0.156 -2.428
H 5.967 0.437 4.051
H -0.130 9.089 5.411
H 4.332 3.319 6.290
H 3.848 5.398 0.676
H 1.002 8.317 3.176
H 0.732 7.329 -0.796
H 10.795 3.228 1.512
H -10.292 -1.161 -1.959
H -3.137 -3.402 -1.040
H 2.594 3.064 6.592
H -1.942 -10.310 -4.016
H -3.075 -1.626 -2.967
H -2.973 -10.336 -1.606
H -7.073 -3.961 3.447
H 4.982 -2.159 0.249
H 4.042 5.700 7.347
H -3.168 0.081 3.558
H 11.575 1.885 3.399
H -0.345 -1.273 -1.120
H -3.524 3.275 -3.689
H -2.004 4.200 -3.788
H -8.351 -5.077 -3.952
H -5.611 -10.765 -5.831
H -2.930 4.246 -6.050
H 7.306 0.487 2.679
H 10.481 -3.318 0.602
H -7.893 -1.612 -2.913
H -4.363 -11.423 -6.920
H -4.012 2.918 0.527
H -7.968 -4.286 -6.421
H -7.976 -0.536 -1.494
H 9.658 3.582 2.839
H -1.071 -11.289 -2.809
H -0.400 7.365 5.773
H -6.512 -1.498 2.749
H 1.903 7.953 4.670
H 3.270 5.456 5.759
H -5.267 -2.175 1.669
H 11.152 -3.812 3.087
H 3.163 -0.768 -1.077
H 6.753 -1.759 0.850
H -7.523 -3.503 1.784
H 6.405 -1.200 3.174
H -3.413 -12.037 -1.902
H -3.512 -2.944 -4.084
H 6.464 -2.126 -0.995
H 0.918 -0.912 -2.588
H -3.262 5.863 -5.377
H -8.285 -2.996 -5.232
H -3.891 -9.033 -5.953
H -3.649 3.276 2.429
H -6.778 -4.337 -3.558
H 0.442 9.710 0.261
H 10.766 -1.594 0.954
H -4.713 -2.976 -1.755
H -0.330 9.465 -1.327
H -1.006 7.074 -0.494
H 10.760 0.732 2.311
H -9.822 -2.134 -0.542
H 12.473 -3.276 2.017
```


No. 3
DFT (ωB97M-V/def2-TZVPD) results for 8 unconnected molecules or ions with the total composition C43H63BN10O6S2.

As for the electronic energy: -95134.323 eV. As for the HOMO energy: -8.020 eV. The calculation puts the frontier orbital gap at 7.11 eV. Its SMILES is CN(C)B(O)N(CCCSC(=S)N1CCOCC1)C(=O)OCCCC(=O)O.c1cc[nH]c1.c1cc[nH]c1.c1cc[nH]c1.c1cc[nH]c1.c1cc[nH]c1.c1cc[nH]c1.c1cc[nH]c1.

```
125
C43H63BN10O6S2, DFT ωB97M-V/def2-TZVPD
S 0.401 7.729 -3.989
S -1.162 5.703 -2.316
O -1.987 5.142 2.224
O 4.020 4.151 -3.664
O -1.189 -1.765 -4.792
O 0.295 0.121 -4.921
O 0.271 2.438 -0.272
O -1.659 1.028 -0.533
N 1.301 0.163 6.177
N 1.689 5.372 -3.294
N -2.183 2.635 2.710
N 4.140 1.010 0.102
N 5.156 0.847 9.692
N -3.175 -3.167 -1.212
N -1.827 3.591 0.193
N 2.769 -0.141 -6.428
N -3.281 -8.901 -3.400
N -5.784 0.198 5.069
C 1.935 -0.008 4.973
C 4.526 0.006 -0.747
C -1.073 0.436 -1.751
C -4.028 -10.036 -3.576
C 1.501 4.074 -4.047
C -1.087 2.347 -0.225
C 5.250 1.688 0.537
C -2.541 -3.338 -2.415
C 2.356 5.142 -1.956
C -7.929 0.451 4.541
C 3.590 4.047 -2.231
C 0.216 -0.550 -1.480
C -6.285 -1.056 4.835
C -3.223 -11.121 -3.312
C 3.428 0.417 8.361
C -3.107 3.822 -0.572
C 4.357 -1.443 -7.279
C 1.523 -2.028 5.874
C -1.863 4.121 -3.028
C 5.898 0.049 -0.862
C 2.994 3.503 -4.538
C -3.066 3.430 -2.160
C -1.943 -10.623 -2.969
C 1.051 -1.063 6.736
C -7.617 -0.929 4.509
C -6.778 1.124 4.886
C 4.032 0.886 10.476
C 0.641 -1.448 -2.797
C 0.421 6.188 -3.192
C -0.891 2.002 3.172
C -2.953 -5.358 -1.515
C 2.083 -1.360 4.759
C -0.059 -0.973 -4.201
C 6.356 1.114 -0.049
C -3.425 -4.393 -0.653
C -3.232 1.625 2.308
C 3.009 -1.358 -7.011
C 4.952 -0.237 -6.836
C 4.797 0.567 8.399
C 3.949 0.547 -6.313
C 2.945 0.620 9.675
C -2.393 -4.690 -2.630
C -2.006 -9.249 -3.035
B -1.983 3.735 1.690
H 5.157 2.519 1.223
H -3.419 -2.276 -0.801
H 6.101 1.001 10.017
H -4.088 3.833 -2.628
H -2.752 0.550 2.502
H -0.078 1.880 2.333
H -2.329 4.404 -4.090
H -3.005 -6.428 -1.356
H 2.545 -1.816 3.893
H -5.653 -1.930 4.923
H 6.000 0.030 -6.893
H -5.067 -9.975 -3.873
H -3.918 -4.474 0.307
H 0.009 -1.175 -0.512
H -1.932 -5.146 -3.496
H -4.063 3.315 -0.111
H 5.544 0.498 7.620
H -3.524 -12.159 -3.362
H 7.382 1.427 0.094
H -0.417 2.759 3.964
H -1.069 -11.204 -2.704
H -2.062 -1.259 -4.633
H -3.533 1.639 1.177
H 3.207 2.924 -2.118
H -1.008 5.407 2.155
H -6.583 2.180 5.019
H -2.252 -2.486 -3.015
H -4.831 0.408 5.333
H 1.471 -3.097 6.032
H 1.914 0.576 10.002
H 0.415 -2.601 -2.643
H 4.103 1.098 11.535
H 1.614 4.711 -1.160
H -8.290 -1.743 4.272
H 1.820 -1.372 -2.971
H -1.256 -8.491 -2.853
H 0.559 -1.144 7.695
H 2.224 0.845 4.374
H 3.974 1.534 -5.870
H -4.154 1.688 3.043
H 4.501 4.201 -1.510
H -3.115 2.248 -2.323
H 3.014 2.316 -4.419
H -3.617 -7.954 -3.521
H -1.940 -0.143 -2.315
H 6.503 -0.614 -1.466
H -1.058 3.300 -3.244
H 1.142 0.176 -1.279
H 1.057 1.055 6.588
H 2.202 -2.056 -7.186
H -3.318 4.996 -0.523
H -0.693 1.309 -2.433
H 3.794 -0.651 -1.197
H 0.724 4.120 -4.920
H 1.864 0.197 -6.129
H 2.842 0.188 7.480
H 4.858 -2.283 -7.742
H 2.896 6.111 -1.530
H 1.121 3.258 -3.263
H -8.889 0.905 4.333
H 3.093 3.825 -5.673
H 3.186 1.218 0.367
H -1.044 0.990 3.785
```